[1]
Below is a molecular structure, C5H8O2, with properties calculated with ωB97M-V with the def2-TZVPD basis set.

**Net charge**: 0
**Energy above the lowest of the compared OMol25 structures with the same formula, charge and spin**: 59.4 kcal per mole

Geometry (Å):
C: -1.86433 -0.18640 -0.26206
C: -0.65730 0.70076 0.00652
O: -0.26263 0.77832 1.40587
C: 1.08179 0.46067 1.06135
C: 1.15045 -0.93280 0.50588
C: 0.73949 0.22378 -0.37072
O: 1.39658 0.59542 -1.52572
H: -1.62955 -0.94839 -1.01909
H: -2.14622 -0.71216 0.65539
H: -2.73190 0.38100 -0.61067
H: -0.80534 1.72021 -0.36786
H: 1.89118 0.98758 1.55581
H: 2.15694 -1.29127 0.30098
H: 0.43803 -1.68279 0.84553
H: 1.24281 -0.09392 -2.18121

[2]
Below is a molecular structure, C18H52Br2O21P5Pb at a distorted geometry, with properties calculated with ωB97M-V with the def2-TZVPD basis set.

**Net charge**: +1
**Energy above the lowest of the compared OMol25 structures with the same formula, charge and spin**: 0.0 kcal per mole

Geometry (Å):
Pb: 3.50969 -0.15367 -0.75704
C: 0.17270 -1.19890 -0.24349
O: 1.03704 -0.11210 -0.42245
H: -0.20158 -1.39826 0.77058
H: -0.74174 -1.08150 -0.84524
H: 0.66958 -2.08940 -0.64829
Br: -3.17294 -4.24082 4.98058
C: -1.52782 -4.06113 3.92703
C: -1.75967 -3.33711 2.63935
Br: -2.32598 -1.47888 3.05861
H: -1.19336 -5.09645 3.86214
H: -0.77127 -3.60561 4.56336
H: -2.52918 -3.79425 2.02537
H: -0.83966 -3.22815 2.06803
C: 5.12427 -0.71802 3.87460
O: 4.02485 0.16592 4.11582
P: 3.43171 0.97297 2.89216
O: 3.56296 0.30114 1.58009
O: 1.96602 1.33760 3.29580
C: 0.86803 0.43129 3.18949
O: 4.23704 2.32019 2.95957
C: 3.78490 3.43240 2.14214
H: 5.51022 -1.03444 4.84152
H: 5.90830 -0.24403 3.28636
H: 4.87675 -1.66683 3.39338
H: 1.25201 -0.58557 3.06857
H: 0.26398 0.60289 2.29890
H: 0.18684 0.40913 4.03625
H: 3.52795 4.23312 2.82843
H: 2.91000 3.23070 1.52718
H: 4.62385 3.60089 1.47183
C: 1.53162 -5.49415 0.15384
O: 2.12400 -4.19659 0.14840
P: 3.63438 -3.88143 -0.04257
O: 3.96961 -2.45170 0.16057
O: 4.38108 -4.85011 0.98412
C: 4.08236 -4.58417 2.36171
O: 4.10557 -4.50841 -1.40364
C: 5.15189 -3.94991 -2.23714
H: 2.20134 -6.17193 0.67589
H: 1.28986 -5.78012 -0.87081
H: 0.53973 -5.41178 0.59528
H: 3.83273 -5.53037 2.84277
H: 3.26512 -3.88935 2.55913
H: 4.95025 -4.21736 2.90982
H: 5.60069 -3.03211 -1.86408
H: 4.57939 -3.72129 -3.13468
H: 5.86763 -4.75233 -2.37778
C: 2.52573 3.28986 -4.06009
O: 1.89612 3.69896 -2.83719
P: 2.62376 3.63127 -1.44636
O: 3.11951 2.28747 -1.07986
O: 3.75451 4.73337 -1.49949
C: 3.41288 6.09054 -1.86144
O: 1.58952 4.20264 -0.41491
C: 0.55971 3.28879 0.07001
H: 1.96965 2.53110 -4.61416
H: 3.50737 2.89977 -3.80065
H: 2.48619 4.11424 -4.77083
H: 4.40065 6.48822 -2.07903
H: 2.96601 6.58158 -0.99985
H: 2.76137 6.16930 -2.72925
H: 0.87467 2.84748 1.01651
H: 0.45891 2.39354 -0.55080
H: -0.33666 3.89467 0.09626
C: -4.41188 -2.46811 -6.58576
O: -3.96165 -2.15867 -5.24821
P: -5.13187 -1.95430 -4.15673
O: -6.49806 -2.30089 -4.54576
O: -5.06267 -0.40183 -3.82458
C: -5.78174 0.61246 -4.55636
O: -4.52285 -2.55578 -2.83671
C: -3.37839 -2.00144 -2.18340
H: -4.18822 -3.52749 -6.70472
H: -3.85935 -1.80374 -7.24521
H: -5.48069 -2.35189 -6.75578
H: -6.13385 0.24241 -5.51839
H: -5.06068 1.40740 -4.72307
H: -6.62884 0.87478 -3.92985
H: -2.73853 -1.41753 -2.84992
H: -2.78159 -2.86420 -1.89715
H: -3.69975 -1.31664 -1.40208
C: -2.39091 1.32268 0.36985
O: -3.29429 2.43483 0.38437
P: -3.33608 3.55077 1.50476
O: -2.27509 4.54918 1.51163
O: -3.50191 2.76213 2.89910
C: -4.46518 1.70589 2.98263
O: -4.83625 4.03855 1.26560
C: -5.38451 5.17315 1.92006
H: -1.48143 1.41836 0.97012
H: -2.10043 1.16716 -0.66348
H: -2.91416 0.51066 0.87444
H: -5.14058 1.95808 3.79541
H: -3.90090 0.80374 3.23150
H: -4.98226 1.47437 2.05234
H: -4.63948 5.86515 2.30962
H: -6.10662 4.93135 2.70201
H: -5.99197 5.68660 1.17335